Model w:
# C6H10N2O5

A single C6H10N2O5 molecule (wB97M-V/def2-TZVPD, the OMol25 dataset).

Positions of all 23 atoms, in Å:
H (-2.746, -3.257, 0.231)
C (-0.432, 0.256, 0.128)
O (-3.050, -2.771, 1.012)
C (1.084, 2.175, 0.343)
H (-0.928, -3.054, -0.004)
N (0.685, 0.871, -0.244)
C (-0.819, -1.018, -0.547)
O (-2.046, -1.408, 2.518)
H (0.860, -1.709, -1.358)
C (2.312, 2.685, -0.386)
C (-0.771, -2.149, 0.571)
H (1.459, 0.323, -0.524)
H (0.251, -2.097, 1.100)
H (0.246, 2.871, 0.054)
C (-1.990, -2.038, 1.499)
O (-1.177, 0.745, 0.987)
N (0.011, -1.395, -1.755)
O (3.196, 1.879, -0.730)
H (-1.792, -0.784, -0.942)
H (0.178, -0.604, -2.368)
H (1.744, 4.502, -0.220)
O (2.384, 4.004, -0.748)
H (1.341, 1.973, 1.382)

## Properties
* Kohn-Sham gap: 9.948 eV
* structure (SMILES): N[C@@H](CC(=O)O)C(=O)NCC(=O)O
* LUMO level: 0.28 eV

These are the Mulliken partial charges, in e, on atoms 1 to 8:
1. H 0.33
2. C 0.17
3. O -0.47
4. C -0.62
5. H 0.29
6. N -0.22
7. C 0.42
8. O -0.49

***

Model x:
# C6H10N2O5

A single C6H10N2O5 molecule (wB97M-V/def2-TZVPD, the OMol25 dataset).

Positions of all 23 atoms, in Å:
C (0.458, 0.229, 0.394)
C (1.856, -0.199, 0.802)
N (-0.191, -0.928, -0.109)
N (-3.618, 0.002, 0.328)
C (-2.307, 0.191, 0.360)
H (-0.218, 2.653, -1.481)
H (1.943, -1.121, 1.631)
H (0.343, -1.475, -0.803)
O (4.006, -0.917, -0.037)
O (1.446, 2.136, -0.310)
O (2.266, -0.870, -1.431)
H (-1.919, 0.657, 1.542)
H (-2.181, 1.022, -0.573)
H (-3.931, 0.210, -0.668)
C (0.587, 1.350, -0.484)
H (4.156, -0.940, 0.907)
H (-3.999, -1.034, 0.194)
C (-1.560, -1.032, -0.364)
O (-1.953, -2.126, -1.007)
O (-0.560, 1.808, -1.169)
H (0.060, 0.658, 1.248)
C (2.716, -0.686, -0.304)
H (2.602, 0.412, 1.335)

## Properties
* Kohn-Sham gap: 9.547 eV
* structure (SMILES): NCC(=O)N[C@@H](CC(=O)O)C(=O)O
* LUMO level: 0.07 eV

These are the Mulliken partial charges, in e, on atoms 1 to 8:
1. C 0.34
2. C -1.40
3. N -0.15
4. N -0.62
5. C -0.37
6. H 0.33
7. H 0.43
8. H 0.26

***

Model y:
# C6H10N2O5

A single C6H10N2O5 molecule (wB97M-V/def2-TZVPD, the OMol25 dataset).

Positions of all 23 atoms, in Å:
C (-0.576, 1.830, -0.193)
H (3.237, -1.478, 0.950)
O (-4.080, -1.073, 0.561)
O (-1.157, 2.282, 0.891)
N (3.082, -0.807, -1.041)
N (0.609, -0.070, -0.470)
H (-3.581, -1.324, 1.345)
H (-0.813, 3.231, 0.934)
H (3.098, -1.729, -1.394)
H (-1.138, 0.491, -1.475)
O (0.949, -0.145, 1.778)
C (-0.726, 0.401, -0.476)
C (1.332, -0.227, 0.612)
O (0.163, 2.541, -0.827)
C (-1.778, -0.341, 0.397)
H (3.993, -0.452, -1.460)
O (-3.321, -0.365, -1.452)
C (2.838, -0.641, 0.320)
H (-1.976, 0.239, 1.330)
H (-1.669, -1.407, 0.660)
H (3.584, 0.050, 0.599)
H (1.102, -0.488, -1.308)
C (-3.172, -0.518, -0.283)

## Properties
* Kohn-Sham gap: 9.950 eV
* structure (SMILES): NCC(=O)N[C@@H](CC(=O)O)C(=O)O
* LUMO level: 0.51 eV

These are the Mulliken partial charges, in e, on atoms 1 to 8:
1. C 0.24
2. H 0.31
3. O -0.50
4. O -0.45
5. N -0.65
6. N -0.17
7. H 0.37
8. H 0.38

***

What should be chosen as the most stable of them? Choose model w.

***

Model w:
# C8H6O

A single C8H6O molecule (wB97M-V/def2-TZVPD, the OMol25 dataset).

Positions of all 15 atoms, in Å:
H (1.060, -1.841, -0.855)
H (-2.979, 0.058, -1.287)
H (4.689, 0.548, 0.863)
C (-1.291, 0.884, -0.340)
H (-3.363, 0.442, 0.159)
C (3.462, 0.177, -1.009)
C (1.409, 0.249, 0.093)
C (3.894, 0.308, 0.174)
C (0.812, -0.944, -0.332)
C (-2.490, -0.001, -0.350)
O (-1.339, 2.106, -0.182)
C (2.531, 0.959, 0.281)
H (-2.310, -0.875, 0.129)
H (2.418, 1.978, 0.730)
C (-0.084, 0.077, -0.205)

## Properties
* Kohn-Sham gap (spin up / spin down): 7.334 / 7.335 eV
* LUMO level (spin up / spin down): -1.03 / -1.03 eV

These are the Mulliken partial charges, in e, on atoms 1 to 8:
1. H 0.38
2. H 0.33
3. H 0.38
4. C 0.66
5. H 0.36
6. C -0.86
7. C 0.10
8. C 0.04

***

Model x:
# C8H6O

A single C8H6O molecule (wB97M-V/def2-TZVPD, the OMol25 dataset).

Positions of all 15 atoms, in Å:
H (0.769, -2.154, 1.474)
H (2.179, 0.433, -2.030)
H (-1.793, 0.498, 1.785)
C (1.096, 0.202, 1.368)
C (0.653, -1.142, 1.096)
H (0.213, -1.853, -2.387)
C (-0.022, -0.872, -0.196)
C (0.681, -1.171, -1.564)
O (0.408, 1.181, 2.025)
C (1.516, -0.166, -1.410)
H (-1.134, 1.103, -0.898)
C (-0.903, 1.116, 1.407)
C (-0.516, 0.624, -0.245)
C (0.918, 0.505, -0.178)
H (-1.116, 2.184, 1.336)

## Properties
* Kohn-Sham gap (spin up / spin down): 8.343 / 8.345 eV
* structure (SMILES): C1=C[C@]23C4=C[C@]12[C@H]3CO4
* LUMO level (spin up / spin down): 0.36 / 0.36 eV

These are the Mulliken partial charges, in e, on atoms 1 to 8:
1. H 0.38
2. H 0.34
3. H 0.28
4. C -0.18
5. C -0.59
6. H 0.26
7. C 0.40
8. C -0.28

***

What should be chosen as the most stable of them? Choose model w.

***

Model w:
# C3H10NO2

2 unconnected molecules or ions with the total composition C3H10NO2 (wB97M-V/def2-TZVPD, the OMol25 dataset).

Positions of all 16 atoms, in Å:
H (-1.138, -0.139, -0.611)
O (-1.690, -2.434, 1.466)
C (1.475, 1.378, 0.684)
H (2.432, 1.085, 1.033)
N (-0.646, 0.019, 0.225)
O (0.839, 2.248, 1.285)
C (0.462, 0.779, -1.757)
C (0.771, 0.380, -0.342)
H (1.512, 1.243, -2.220)
H (-2.290, -2.602, 2.134)
H (1.536, -0.446, -0.352)
H (0.321, -0.078, -2.425)
H (-0.681, -0.736, 0.879)
H (-1.666, -3.370, 1.263)
H (-0.168, 1.689, -1.732)
H (-1.069, 0.984, 0.472)

## Properties
* net charge: +1
* Kohn-Sham gap: 10.869 eV
* LUMO level: -3.90 eV

These are the Mulliken partial charges, in e, on atoms 1 to 8:
1. H 0.35
2. O -0.62
3. C -0.04
4. H 0.39
5. N -0.27
6. O -0.43
7. C -1.38
8. C 0.19

***

Model x:
# C3H10NO2

2 unconnected molecules or ions with the total composition C3H10NO2 (wB97M-V/def2-TZVPD, the OMol25 dataset).

Positions of all 16 atoms, in Å:
O (2.054, 0.554, 0.082)
H (-0.042, -1.178, -1.648)
H (-1.419, 2.254, -1.031)
H (-2.027, -1.726, 0.310)
N (-0.395, -0.390, 0.296)
H (-2.459, 2.338, 0.178)
H (-0.949, 0.427, -0.089)
H (-0.864, -2.008, 1.606)
O (-1.607, 1.987, -0.120)
H (0.640, -2.089, -0.480)
H (2.463, -0.601, -1.555)
C (1.825, -0.305, -0.713)
C (-1.368, -1.239, 1.021)
C (0.475, -1.020, -0.695)
H (0.133, 0.166, 0.986)
H (-1.963, -0.629, 1.697)

## Properties
* net charge: +1
* Kohn-Sham gap: 11.674 eV
* LUMO level: -3.21 eV

These are the Mulliken partial charges, in e, on atoms 1 to 8:
1. O -0.43
2. H 0.39
3. H 0.33
4. H 0.37
5. N -0.18
6. H 0.32
7. H 0.36
8. H 0.39

***

What should be chosen as the most stable of them? Choose model x.

***

Model w:
# C8H17N4

2 unconnected molecules or ions with the total composition C8H17N4 (wB97M-V/def2-TZVPD, the OMol25 dataset).

Positions of all 29 atoms, in Å:
H (-0.944, -2.480, -0.414)
H (1.096, 3.447, -0.971)
N (-0.967, -0.462, -0.940)
H (1.995, -1.785, 2.056)
H (-0.442, -2.131, -2.083)
H (-2.762, -1.066, -1.844)
C (-0.389, -1.788, -1.048)
N (-3.209, -0.537, 0.086)
N (0.199, 1.645, -0.778)
C (4.019, -0.455, -0.957)
C (3.038, -0.435, -0.120)
H (0.830, -0.451, 2.218)
H (-3.211, -1.482, 0.445)
H (0.652, -1.760, -0.731)
H (1.744, 2.394, 0.314)
H (2.556, -0.183, 2.553)
H (-2.671, 0.680, -1.459)
H (-3.298, 1.448, 0.677)
C (-0.275, 0.572, -0.739)
H (-2.181, 0.472, 1.657)
H (4.687, 0.378, -1.063)
C (1.845, -0.712, 1.916)
H (4.236, -1.333, -1.540)
N (2.005, -0.348, 0.528)
C (-3.139, 0.467, 1.124)
C (0.836, 2.737, -0.188)
H (0.181, 3.214, 0.544)
C (-2.495, -0.330, -1.082)
H (-3.935, 0.285, 1.841)

## Properties
* net charge: +1
* Kohn-Sham gap: 9.482 eV
* LUMO level: -2.77 eV

These are the Mulliken partial charges, in e, on atoms 1 to 8:
1. H 0.32
2. H 0.29
3. N 0.03
4. H 0.36
5. H 0.33
6. H 0.39
7. C -0.80
8. N -0.16

***

Model x:
# C8H17N4

A gas-phase ion, C8H17N4 (charge +1) (wB97M-V/def2-TZVPD, the OMol25 dataset).

Positions of all 29 atoms, in Å:
H (-1.179, -0.362, -1.002)
C (0.656, 0.892, -2.734)
N (0.933, -1.941, -0.752)
H (-1.859, -1.010, 4.022)
H (1.569, 0.308, -2.718)
C (1.641, -0.447, 1.048)
H (-1.126, -2.160, 0.791)
H (1.085, 1.599, -3.357)
H (-0.144, 0.415, -3.260)
H (-1.438, 2.672, -0.714)
H (0.819, 1.965, -0.833)
H (2.254, 0.158, 0.449)
H (1.559, 1.165, 2.779)
N (0.021, -0.030, 2.859)
H (2.170, -1.392, 1.442)
H (0.108, -2.347, -1.246)
N (-1.622, -1.572, 3.168)
H (-0.976, 0.742, 0.329)
C (-0.418, 0.197, -0.519)
C (0.103, 1.386, -1.351)
C (-1.126, 2.192, -1.615)
C (0.401, -0.898, 0.144)
H (-2.268, -2.365, 3.044)
N (-0.447, -1.525, 1.089)
H (-0.809, 3.011, -2.160)
H (1.588, -1.551, -1.458)
H (-1.880, 1.590, -2.032)
C (-0.717, -1.031, 2.346)
C (1.102, 0.340, 2.241)

## Properties
* net charge: +1
* Kohn-Sham gap: 8.868 eV
* structure (SMILES): CC(C)C[C@@]1(N)CC=NC(=[NH2+])N1
* LUMO level: -4.57 eV

These are the Mulliken partial charges, in e, on atoms 1 to 8:
1. H 0.54
2. C -1.49
3. N -0.62
4. H 0.31
5. H 0.31
6. C -1.21
7. H 0.30
8. H 0.48

***

What should be chosen as the most stable of them? Choose model x.